This record from the Open Molecules 2025 dataset describes a 7-piece molecular cluster, C46H50FN2O5P overall. The level of theory is ωB97M-V/def2-TZVPD.

The geometry in XYZ format:
```
105
Properties=species:S:1:pos:R:3:forces:R:3:mulliken_charge:R:1
N -3.97860 0.82929 -5.48611 0.494 0.417 -0.578 -0.5162
C -3.16398 2.01441 -5.83543 0.083 0.145 1.162 -0.8201
C -2.14583 2.29445 -4.68110 1.104 -0.796 -1.060 0.1419
C -0.84667 1.47349 -5.00380 -0.793 -0.462 0.130 -0.6852
C -0.04859 1.05027 -3.74531 0.776 0.155 -1.231 -0.9153
C 0.44362 2.20442 -2.89415 -0.384 0.076 0.153 0.7296
C 0.40557 2.18589 -1.55985 0.116 -0.503 0.253 0.0609
P -0.29048 0.81511 -0.55251 -0.315 0.367 2.453 1.0990
O -0.44112 1.27493 0.83388 0.005 0.266 0.037 -0.7057
O -1.81021 0.45351 -1.08495 1.748 0.301 -0.903 -0.5148
O 0.68065 -0.48182 -0.53896 -1.306 0.507 -1.205 -0.5513
C 0.97158 3.37416 -0.75411 -1.268 0.389 -2.276 -0.1009
O 1.55142 3.24044 0.25538 0.845 -0.145 1.758 -0.4982
C 0.74942 4.72674 -1.40987 0.184 -2.149 0.522 0.5453
F 0.55714 5.76777 -0.60195 0.146 0.064 -0.219 -0.1437
C 0.76790 4.78083 -2.73195 -0.685 0.939 -0.277 -0.0651
N 0.55506 6.01978 -3.39340 -0.508 -0.825 -0.188 -0.6340
C 1.04068 3.48609 -3.50459 -1.267 0.133 1.781 -0.2098
O 1.69910 3.48582 -4.48299 0.792 -0.086 -1.769 -0.4910
H -4.72190 1.08377 -4.84320 -0.018 -0.105 -0.241 0.2126
H -4.36761 0.49662 -6.36522 -0.319 -0.152 0.438 0.2016
H -3.77648 2.92154 -6.00049 0.260 -0.375 -0.257 0.3730
H -2.59113 1.73055 -6.73350 -0.313 0.484 0.162 0.4037
H -2.52102 1.89090 -3.72381 -0.182 0.546 -0.315 0.0285
H -1.86553 3.36092 -4.63060 -0.424 -0.297 0.287 0.2062
H -0.23497 1.96031 -5.78321 -0.127 0.011 0.537 0.3633
H -1.21262 0.53338 -5.46565 0.271 0.336 0.262 0.2989
H 0.83953 0.48450 -4.09851 -0.296 0.304 0.218 0.3686
H -0.65597 0.31653 -3.19084 0.288 0.536 0.088 0.5374
H -2.11442 1.28343 -1.49431 -0.345 -0.400 0.106 0.3219
H 0.29831 -1.07417 0.13791 0.410 0.004 -0.045 0.2473
H 0.12325 6.66576 -2.73308 0.384 -0.009 -0.062 0.2868
H -0.15555 5.87522 -4.11132 0.470 0.138 -0.232 0.2583
C 4.38592 1.43133 4.86856 -0.017 0.100 -0.008 -0.6674
C 4.40678 2.81636 4.74510 -0.034 -0.005 -0.059 -0.2661
C 3.74009 3.43163 3.68923 0.043 -0.181 0.090 -0.7228
C 3.04724 2.66053 2.76296 0.005 0.246 0.003 -0.1638
C 3.02706 1.28169 2.89060 -0.064 -0.165 -0.085 -0.8270
C 3.69508 0.66765 3.93646 0.070 -0.109 0.137 -0.1598
H 4.90535 0.95018 5.68887 -0.007 0.020 -0.018 0.3779
H 4.94180 3.41649 5.47158 -0.004 -0.020 -0.019 0.3702
H 3.76031 4.51035 3.58970 -0.009 -0.022 0.013 0.4116
H 2.51727 3.11640 1.93805 0.223 -0.020 0.384 0.8949
H 2.48460 0.68223 2.16801 -0.024 0.055 -0.001 0.3936
H 3.67776 -0.41318 4.02515 0.033 0.009 0.012 0.5130
C -3.73765 -1.28331 -9.89368 0.009 0.020 -0.001 -0.4271
C -3.09137 -0.78406 -11.01695 0.000 0.013 0.000 -0.3840
C -1.78507 -0.32274 -10.91983 -0.007 -0.014 0.017 -0.3834
C -1.12102 -0.36920 -9.70080 -0.007 0.014 -0.007 -0.4211
C -1.76590 -0.87180 -8.57833 0.000 0.036 0.025 -0.2709
C -3.07533 -1.32505 -8.67368 -0.032 0.014 0.025 -0.4149
H -4.75767 -1.63998 -9.96888 0.027 0.002 -0.002 0.3652
H -3.60670 -0.75375 -11.96918 0.012 0.005 0.025 0.3623
H -1.28368 0.07242 -11.79470 -0.008 -0.020 0.017 0.3627
H -0.10048 -0.01380 -9.62615 -0.023 -0.011 0.000 0.3709
H -1.24765 -0.90999 -7.62739 -0.017 -0.010 -0.020 0.3901
H -3.57961 -1.71231 -7.79612 0.033 -0.017 -0.012 0.4593
C -0.58865 9.96159 2.65122 -0.001 0.009 -0.008 -0.3817
C -0.82243 8.98226 3.60721 -0.011 -0.006 0.001 -0.3532
C -0.59569 7.64617 3.30365 0.012 0.019 -0.009 -0.5642
C -0.12597 7.28912 2.04630 -0.013 0.004 0.006 -0.2120
C 0.11109 8.26968 1.09097 -0.040 0.053 0.049 -0.1761
C -0.12402 9.60510 1.39212 -0.001 -0.018 0.016 -0.5080
H -0.76855 11.00341 2.88729 0.006 -0.024 -0.003 0.3552
H -1.18247 9.26050 4.59031 0.002 -0.008 -0.027 0.3535
H -0.78410 6.88199 4.04768 0.020 0.012 -0.017 0.3762
H 0.05502 6.24773 1.81208 0.006 0.026 0.017 0.4126
H 0.47867 7.99338 0.11184 0.012 0.033 0.037 0.3380
H 0.05614 10.36887 0.64526 0.008 -0.013 0.020 0.3527
C 2.04898 -3.24032 3.49441 0.001 0.058 -0.176 -0.2342
C 1.83830 -4.51240 2.98017 0.002 -0.010 0.008 -0.6539
C 0.69308 -4.78336 2.24191 0.005 0.028 0.014 0.1321
C -0.23746 -3.77857 2.00922 0.006 -0.033 -0.027 -0.5821
C -0.02469 -2.50383 2.52051 -0.020 0.059 -0.080 -0.8743
C 1.11588 -2.23570 3.26681 0.156 0.059 -0.148 -0.5727
H 2.94027 -3.03052 4.07298 -0.022 -0.028 -0.005 0.3498
H 2.56698 -5.29464 3.15551 -0.025 0.016 0.005 0.3951
H 0.52617 -5.77773 1.84677 0.004 0.032 -0.010 0.2754
H -1.12837 -3.98917 1.42948 0.012 -0.002 0.027 0.4114
H -0.74970 -1.71714 2.33903 -0.002 0.007 0.076 0.7803
H 1.27824 -1.24256 3.66997 -0.028 -0.004 -0.021 0.5622
C -1.10387 -9.65106 3.23807 0.002 0.002 -0.004 -0.5307
C -1.36922 -10.82810 2.55106 -0.011 0.002 -0.002 -0.3282
C -0.98627 -10.95918 1.22274 0.014 0.010 0.007 -0.3528
C -0.32916 -9.91614 0.58369 -0.002 -0.002 -0.007 -0.5021
C -0.06038 -8.74024 1.27152 -0.027 0.007 0.049 -0.2571
C -0.45154 -8.60560 2.59795 0.019 -0.005 -0.033 -0.1209
H -1.40561 -9.54795 4.27318 0.009 -0.001 -0.024 0.3570
H -1.87593 -11.64437 3.05139 0.006 0.024 -0.015 0.3568
H -1.19919 -11.87512 0.68531 0.014 0.017 0.015 0.3526
H -0.02623 -10.02018 -0.45104 -0.008 0.005 0.024 0.3463
H 0.45400 -7.92730 0.77257 -0.010 -0.030 -0.006 0.3433
H -0.24697 -7.68626 3.13358 -0.004 -0.026 0.005 0.3364
C 0.67795 -2.98550 6.50094 -0.076 -0.033 0.167 -0.0796
C 1.80759 -2.26399 6.86371 -0.022 -0.017 0.007 0.0194
C 2.20188 -2.21039 8.19417 0.011 -0.010 -0.005 -0.5434
C 1.47103 -2.88660 9.16228 0.003 0.004 -0.009 -0.3964
C 0.34300 -3.61091 8.80006 -0.014 -0.008 0.000 -0.3835
C -0.05609 -3.65694 7.47058 0.052 0.021 0.037 -0.6314
H 0.37042 -3.02380 5.46677 -0.050 -0.028 0.065 0.3058
H 2.38199 -1.74081 6.10775 -0.028 0.028 0.026 0.2568
H 3.07957 -1.64182 8.47687 -0.018 -0.014 -0.008 0.3786
H 1.78105 -2.84867 10.19951 -0.010 0.001 -0.023 0.3568
H -0.22632 -4.13952 9.55525 0.013 0.019 -0.016 0.3594
H -0.93920 -4.21758 7.18907 0.020 0.011 0.001 0.3778
```
Positions in Å, forces in eV/Å.

Values from the calculation:
Kohn-Sham gap: 7.61 eV
SMILES: NCCCCC1=C(P(=O)(O)O)C(=O)C(F)=C(N)C1=O.c1ccccc1.c1ccccc1.c1ccccc1.c1ccccc1.c1ccccc1.c1ccccc1
Max |F|: 2.634 eV/Å
Calculated total energy: -73737.09204 eV
LUMO level: -1.2 eV
E_HOMO: -8.8 eV

This record from the Open Molecules 2025 dataset describes C46H50N8O4PS3TeTi as an isolated structure. The level of theory is ωB97M-V/def2-TZVPD.

The geometry in XYZ format:
```
114
Properties=species:S:1:pos:R:3:forces:R:3:mulliken_charge:R:1
Ti -8.24895 -17.16864 8.61395 0.068 0.734 -1.678 -0.3992
C -4.54657 -16.45365 4.19510 -0.016 -0.029 0.147 -0.6329
C -4.57524 -16.06027 5.54016 -1.000 0.147 -0.878 -0.8415
C -5.76973 -16.14630 6.24552 0.820 -0.444 -1.110 -0.1246
C -6.97316 -16.55392 5.63424 -1.138 0.768 0.597 0.0053
C -6.91432 -16.91300 4.27976 -0.088 -0.353 -1.048 -0.7462
C -5.70233 -16.92179 3.57933 -0.162 -0.736 -0.590 -0.6206
N -8.14675 -16.52405 6.40303 1.074 -0.487 0.508 0.8510
C -9.40878 -16.53304 5.87075 -0.216 -0.852 0.551 0.8134
C -9.85197 -15.85502 4.71985 1.873 -0.960 -0.924 -0.9051
C -11.13134 -16.07932 4.26642 -0.503 1.123 0.613 -0.7113
C -12.03186 -16.79897 5.03474 0.133 0.545 -1.537 -0.9436
C -11.59961 -17.60883 6.02959 -0.287 -1.416 1.109 -0.5225
C -10.33144 -17.44257 6.54288 0.108 1.230 -1.324 -0.1342
N -9.78071 -18.08352 7.60799 0.421 -2.039 0.870 1.7087
N -9.94514 -19.41781 7.79605 -1.125 0.848 -0.620 -1.1613
C -8.80664 -19.95552 8.27320 -1.965 -1.857 0.098 0.5049
C -8.74048 -21.35428 8.72195 1.159 2.859 -0.273 -1.0051
C -7.55975 -21.79507 9.21645 0.290 0.422 0.334 -0.3100
C -6.41487 -20.91041 9.23823 -0.364 -0.535 -0.331 -0.9008
C -6.55431 -19.67617 8.66346 -0.726 -0.648 0.189 -0.4341
N -7.76902 -19.18044 8.24091 4.227 0.224 0.586 0.4397
H -3.64392 -16.37343 3.62679 0.485 -0.028 -0.214 0.3745
H -3.74116 -15.52564 5.97690 0.210 -0.400 0.162 0.4124
H -5.70591 -15.88366 7.26057 -0.450 0.360 1.040 0.5812
H -7.82211 -17.17455 3.70983 0.501 -0.071 0.648 0.4196
H -5.65739 -17.39171 2.53343 -0.127 1.068 1.555 0.2444
H -9.04578 -15.46245 4.04730 -1.083 0.198 0.833 0.6006
H -11.51517 -15.60177 3.38092 0.103 0.256 -0.251 0.3613
H -13.05402 -16.70748 4.78398 -1.030 -0.554 -0.439 0.4551
H -12.22481 -18.46955 6.29671 0.121 0.615 0.703 0.4088
H -9.66417 -21.82124 8.81914 -1.256 -1.171 -0.116 0.5327
H -7.53029 -22.80082 9.62413 0.290 0.118 0.087 0.4173
H -5.46263 -21.20919 9.69265 -0.418 0.024 -0.469 0.3922
H -5.68737 -19.06658 8.49677 0.117 0.558 0.202 0.6489
O -8.27044 -13.60480 7.47470 -0.269 1.490 -1.657 -0.6787
S -8.52349 -14.30055 8.66870 0.818 -4.788 0.937 0.5824
O -9.53661 -15.38639 8.68562 -0.890 1.245 -0.009 0.2641
N -7.28102 -15.38287 9.05933 0.018 3.737 0.254 0.9629
C -6.05997 -14.73379 9.31430 -1.406 -0.049 0.097 -0.2019
C -5.85831 -13.39165 9.09488 0.567 0.918 0.445 -0.7909
C -4.80831 -12.69832 9.71341 1.627 -0.739 0.891 -1.1841
C -3.83945 -13.37298 10.42161 0.319 -1.053 -0.388 -0.8742
C -3.88204 -14.80992 10.49711 -2.088 -0.259 0.390 -0.0643
C -2.99024 -15.62231 11.23098 -0.313 0.091 -0.715 -0.4548
C -3.24699 -16.96499 11.42698 0.121 1.710 -0.160 -1.3044
C -4.46910 -17.44707 10.95024 -1.283 -1.483 -0.017 -0.0089
N -5.36474 -16.78391 10.22712 1.046 -0.086 0.847 0.4358
C -5.10377 -15.48167 10.02868 2.140 0.809 -0.062 0.8331
C -8.97755 -13.06913 9.88453 -0.181 -0.604 -0.714 0.4477
C -8.56514 -13.18424 11.18420 -1.025 1.985 0.718 -0.4556
C -9.04042 -12.23676 12.12039 0.253 -0.572 0.292 -0.7824
C -9.95186 -11.27184 11.77439 -1.406 1.114 -1.705 -0.4465
C -10.35989 -11.17014 10.38505 0.425 -0.369 0.821 -0.6260
C -9.86224 -12.06965 9.42333 0.214 0.811 1.184 -0.6448
H -6.52297 -12.75947 8.55336 -0.528 -0.107 -0.379 0.9477
H -4.65116 -11.62866 9.70873 -0.608 0.154 -0.485 0.4148
H -2.99427 -12.86217 10.87940 -0.187 0.008 -0.062 0.3586
H -2.10624 -15.14857 11.61334 0.421 0.005 0.226 0.4253
H -2.49893 -17.50174 11.98468 -0.326 -0.633 0.092 0.3728
H -4.83692 -18.44713 11.23707 0.557 0.263 -0.302 0.4101
H -7.85516 -13.85829 11.56114 0.741 -1.255 -0.087 0.5734
H -8.67377 -12.32657 13.14203 -0.151 0.096 -0.160 0.4014
H -10.42764 -10.52881 12.48154 0.905 -1.097 -0.686 0.3187
H -11.06130 -10.36457 10.10721 0.471 -0.577 0.047 0.3675
H -10.06148 -11.93848 8.35665 -0.082 -0.289 0.438 0.4497
N -8.56198 -15.40934 18.55079 -0.037 0.587 -0.165 -0.4983
N -8.19220 -16.04631 17.29299 -0.447 -1.437 -0.360 -0.4164
H -9.37287 -14.83159 18.33163 0.253 0.038 0.295 0.2269
H -7.78493 -14.76086 18.73426 -0.621 -0.179 -0.100 0.2291
H -9.04652 -16.23867 16.72087 0.827 0.507 0.721 0.2138
H -7.93825 -16.99694 17.59844 0.025 0.470 -0.438 0.2517
C -12.58475 -16.17722 12.94250 1.080 1.633 1.591 -1.4691
C -11.65889 -16.21070 11.76555 -0.151 0.619 -1.724 0.7563
C -12.22717 -15.39828 10.58434 0.053 0.458 -1.078 -0.7890
O -11.50296 -17.57268 11.28147 -0.183 0.285 -0.013 -0.2946
P -10.26693 -18.48260 11.73548 1.490 0.518 -0.801 -0.0235
S -10.05106 -18.53993 13.65911 0.083 -0.186 0.681 -0.4602
S -8.45400 -17.82923 10.92315 -1.118 -0.400 1.197 -0.6570
O -10.62767 -19.81946 10.95569 0.837 0.252 0.092 0.1178
C -11.68832 -20.76818 11.17717 0.195 0.261 -0.522 1.0350
C -12.59752 -20.23199 12.23109 -0.806 1.308 -0.709 -1.7184
C -12.36989 -20.92431 9.81504 -0.120 -0.628 -1.238 -0.9769
H -13.02815 -15.11444 13.09630 0.701 -1.894 -0.220 0.4297
H -11.93472 -16.46048 13.79829 -0.841 0.244 -0.069 0.2462
H -13.33205 -16.93085 12.84481 -0.829 -0.323 -0.147 0.2700
H -10.65744 -15.84474 11.97322 0.100 0.111 0.382 0.2528
H -12.42391 -16.10280 9.74427 0.301 0.709 0.387 0.1427
H -11.60369 -14.53450 10.23314 0.045 -1.176 0.214 -0.1379
H -13.15937 -14.87480 10.80134 -0.296 -0.434 0.378 0.4764
H -11.17199 -21.68321 11.52946 -0.375 0.265 -0.288 0.0326
H -13.07330 -19.28646 11.85701 0.335 -0.856 0.223 0.2247
H -11.97546 -19.94209 13.04791 -0.096 -0.090 0.996 0.3978
H -13.39142 -20.89756 12.49808 -0.336 -0.644 0.273 0.5759
H -13.49102 -20.87873 9.94469 1.154 -0.248 -0.319 0.3982
H -12.04804 -21.90232 9.32541 -0.707 1.112 0.534 0.2578
H -12.03545 -20.11383 9.08552 -0.451 -0.927 1.150 0.0835
C -6.45184 -24.51642 14.94186 1.642 0.568 -0.032 -0.9780
Te -7.67892 -22.75365 15.10470 -0.796 -1.274 -0.450 0.1910
C -9.30276 -24.23802 14.59826 -0.311 1.933 0.503 -0.8640
C -8.66448 -25.55827 14.32181 1.254 -0.112 -0.514 0.5904
C -9.38558 -26.61837 13.74636 1.685 0.845 0.291 -0.7231
C -8.74015 -27.78490 13.45198 0.323 -0.978 -0.537 -0.4115
C -7.40357 -27.98171 13.74285 0.823 1.032 0.210 -0.4955
C -6.61913 -26.92864 14.25147 -0.802 -0.304 0.375 -0.6378
C -7.24867 -25.67889 14.46467 -1.260 -1.062 0.781 0.5336
H -5.98058 -24.68864 15.94689 -0.262 -0.002 -1.083 0.3528
H -5.66258 -24.33778 14.14936 -0.619 -0.011 1.189 0.3918
H -9.80968 -23.78876 13.73257 0.172 -0.386 0.095 0.1685
H -10.03067 -24.16483 15.43834 0.621 -0.554 -0.514 0.4052
H -10.31234 -26.45216 13.29898 -1.767 0.286 -0.021 0.4234
H -9.22603 -28.57268 12.88399 -0.255 0.107 0.191 0.3467
H -6.95690 -28.90532 13.43461 0.307 -0.411 0.195 0.3617
H -5.57942 -27.11594 14.60359 -0.763 0.375 -0.721 0.3399
```
Positions in Å, forces in eV/Å.

Values from the calculation:
Kohn-Sham gap (alpha / beta): 5.51 / 5.59 eV
Max |F|: 4.947 eV/Å
Calculated total energy: -140828.33482 eV
Charge: -1
Spin multiplicity: 3
LUMO level (alpha / beta): 1.8 / 1.8 eV
E_HOMO (alpha / beta): -3.7 / -3.8 eV
⟨S²⟩: 2.02
Relative energy (zero: lowest compared OMol25 entry of this formula, charge and spin): 2.990 eV